H4N2O2S | wB97M-V/def2-TZVPD

Properties
- HOMO: -10.310 eV
- SMILES: NS(N)(=O)=O
- Net charge: 0

Each line ends with the Löwdin charge.
Atoms and positions in Å:
1 S 0.2946 -0.8073 -0.0511  0.6041
2 O 1.5888 -1.0705 0.8572  -0.4240
3 O -0.2067 -1.9538 -0.7010  -0.3102
4 N -0.8185 -0.2532 1.0695  -0.0769
5 N 0.5845 0.2685 -1.2683  -0.0643
6 H 1.2097 -0.1717 -1.8881  0.0566
7 H 0.9068 1.1751 -0.9873  0.0728
8 H -1.6737 -0.7739 0.8637  0.0738
9 H -0.3649 -0.4436 1.9627  0.0683

C14H41N3NbO4 | wB97M-V/def2-TZVPD

Properties
- HOMO: -4.641 eV
- Net charge: -1

Each line ends with the Löwdin charge.
Atoms and positions in Å:
1 Nb 2.0957 -4.1972 -0.2184  0.7507
2 O 5.8373 2.6702 -1.2114  -0.1784
3 O -4.4667 -0.3473 0.8006  -0.1937
4 O -3.1200 -4.7187 1.0407  -0.1747
5 O 1.5620 4.1051 -0.2237  -0.1935
6 N 0.3911 -2.9056 -0.2680  -0.3021
7 N 4.3513 5.0017 0.2872  -0.0514
8 N -5.4784 -3.0067 -0.0810  -0.0523
9 C 5.7173 4.9261 -0.2216  -0.2052
10 C 1.9779 5.4574 -0.1334  -0.2269
11 C -5.4133 -4.4394 0.1984  -0.2033
12 C -2.5980 -3.4486 1.4084  -0.0958
13 C 1.0560 -0.5655 -0.0255  -0.1522
14 C 4.5262 2.1465 -1.3611  -0.0897
15 C -6.0162 -2.1948 1.0004  -0.2231
16 C 1.3502 3.4613 1.0194  -0.1038
17 C -3.8740 0.0192 -0.4307  -0.1118
18 C 5.9854 4.0531 -1.4435  -0.2380
19 C 3.3988 5.6178 -0.6265  -0.2218
20 C -5.8342 -0.7190 0.7193  -0.2258
21 C -4.4864 -4.9125 1.3144  -0.2420
22 C 0.5332 -1.6085 -0.9625  -0.4522
23 H 3.1354 -3.0326 -1.1829  -0.1940
24 H 0.6569 4.0294 1.6473  0.0866
25 H 0.9143 2.4869 0.8095  0.0759
26 H 1.2147 0.3514 -0.5745  0.0517
27 H -0.4529 -1.2795 -1.2775  0.0796
28 H 7.0359 4.1948 -1.7136  0.1183
29 H -6.3712 -0.1478 1.4837  0.1179
30 H 6.3450 4.5501 0.5898  0.1174
31 H 1.0932 -5.5610 0.5271  -0.2064
32 H -2.6918 -2.7328 0.5873  0.0657
33 H 4.6198 1.1047 -1.6638  0.0926
34 H -0.2925 -3.4453 -0.7983  -0.0067
35 H 2.6418 -3.5570 1.4268  -0.2104
36 H -6.2562 -0.4564 -0.2556  0.1195
37 H -3.0936 -3.0569 2.3020  0.0861
38 H -7.0855 -2.4083 1.1021  0.1196
39 H -1.5348 -3.5569 1.6115  0.0747
40 H 1.3163 6.0463 -0.7769  0.1190
41 H 3.5162 -5.3527 -0.0691  -0.2435
42 H -5.5379 -2.4062 1.9666  0.1076
43 H -3.7699 -0.8356 -1.1068  0.0805
44 H -4.4533 0.8024 -0.9305  0.0846
45 H 6.0573 5.9443 -0.4393  0.1139
46 H 1.1653 -1.6447 -1.8359  0.0574
47 H 3.6294 6.6851 -0.7068  0.1202
48 H 2.0045 -0.8581 0.4066  0.0440
49 H 1.6746 -4.9839 -1.8314  -0.2126
50 H -4.5456 -2.6839 -0.3009  0.0713
51 H -6.4279 -4.7977 0.4063  0.1126
52 H 4.0382 4.0662 0.5116  0.0735
53 H 0.3641 -0.4069 0.7842  0.0586
54 H 1.8762 5.8342 0.8887  0.1204
55 H 3.4446 5.1875 -1.6364  0.1078
56 H -5.0877 -4.9294 -0.7220  0.1174
57 H -2.8803 0.4044 -0.2110  0.0856
58 H 2.2883 3.3098 1.5638  0.0830
59 H -4.7494 -4.4775 2.2879  0.1081
60 H 3.9615 2.6841 -2.1271  0.0882
61 H 5.3947 4.3624 -2.3151  0.1093
62 H 3.9724 2.1667 -0.4187  0.0735
63 H -4.6253 -5.9939 1.4097  0.1187

C12H29AuCl2N2PS | wB97M-V/def2-TZVPD

Properties
- HOMO (spin up / spin down): -0.728 / -3.647 eV
- Multiplicity: 3
- Net charge: -1

Each line ends with the Löwdin charge.
Atoms and positions in Å:
1 Au -1.1848 -3.0939 0.5478  0.0406
2 Cl 1.0426 -1.6774 1.2260  -0.2780
3 Cl -2.3719 -1.1187 -0.1020  -0.1110
4 S -0.5279 -5.1838 1.3327  0.4560
5 P -0.3501 1.8287 0.2781  1.0058
6 N 2.0575 -5.4323 0.5016  0.0257
7 N 0.5503 -5.4542 -1.0712  -0.0099
8 C -0.1980 3.7509 2.2845  -0.1439
9 C 1.7435 1.2570 -1.4708  -0.1361
10 C -1.8045 2.5293 -0.7212  -0.5678
11 C 1.2679 2.3732 -0.4795  -0.5514
12 C -0.2742 2.2380 2.0597  -0.5758
13 C 2.8803 -5.3748 -0.7173  -0.1239
14 C -1.8572 1.7889 -2.0533  -0.1658
15 C 1.8188 -5.4790 -1.8511  -0.1206
16 C 0.7512 -5.4009 0.2354  -0.9061
17 C 1.2042 3.7673 -1.1024  -0.1430
18 C -3.1369 2.3120 0.0046  -0.1554
19 C -1.3947 1.4835 2.8471  -0.1273
20 H 1.0056 1.0959 -2.2614  0.0513
21 H -1.0272 -2.2374 1.9740  -0.0958
22 H 0.4832 3.8033 -1.9189  0.0604
23 H -1.9658 0.6916 -1.8936  0.0182
24 H -2.2686 2.1288 2.9909  0.0583
25 H 1.9178 0.3160 -0.9401  0.0316
26 H 0.6936 1.7794 2.3728  0.1000
27 H -3.9540 2.5867 -0.6827  0.0682
28 H -3.2892 1.2268 0.2260  0.0068
29 H 1.8721 -6.4115 -2.3893  0.0980
30 H -1.5500 3.6001 -0.8161  0.0801
31 H 0.9120 4.4999 -0.3530  0.0535
32 H 2.2038 4.0006 -1.4648  0.0626
33 H 2.6827 1.5821 -1.9253  0.0577
34 H -0.3713 -5.4085 -1.5045  0.1104
35 H -3.2245 2.8573 0.9574  0.0578
36 H -0.9891 1.2296 3.8417  0.0703
37 H 3.4991 -6.2326 -0.7743  0.0904
38 H -2.7721 2.0883 -2.5947  0.0711
39 H 1.9535 2.3828 0.4070  0.1054
40 H -0.3059 3.9443 3.3575  0.0639
41 H -0.5338 -1.4396 0.2010  -0.1910
42 H -1.6793 0.5445 2.3570  0.0343
43 H -0.9652 4.2904 1.7180  0.0655
44 H 1.8513 -4.5989 -2.4967  0.1078
45 H -0.9743 1.9481 -2.6907  0.0523
46 H 3.4043 -4.4287 -0.7750  0.1140
47 H 0.7813 4.1183 1.9495  0.0580
48 H 2.3937 -5.0713 1.3800  0.1267

Number 1: calculated total energy -660.53606 Eh. Number 2: calculated total energy -1079.89168 Eh. Number 3: calculated total energy -2379.63093 Eh.